1.
Molecular formula: C5H8N2
Method: DFT, the ωB97M-V functional and the def2-TZVPD basis

Geometry as XYZ:
```
15
Properties=species:S:1:pos:R:3:mulliken_charge:R:1
C -2.8774 -0.0283 -0.3876 -0.97
C -0.5816 0.3998 0.4611 0.04
C -1.7836 0.8318 0.1959 -0.16
N 1.9580 1.0113 -0.8473 -0.62
C 1.8254 0.0455 -0.0242 0.60
N 2.7911 -0.9054 0.3002 -0.49
C 0.5906 -0.0839 0.7921 -0.63
H -2.9447 0.0806 -1.4745 0.26
H -2.7001 -1.0822 -0.1591 0.33
H -3.8487 0.2515 0.0319 0.31
H -2.0210 1.8685 0.4352 0.33
H 2.8650 0.9557 -1.3152 0.20
H 2.4437 -1.8190 0.5582 0.23
H 3.5861 -0.9489 -0.3232 0.22
H 0.6970 -0.5772 1.7567 0.35
```

Results
Calculated total energy in eV: -8293.291
Energy above the lowest of the compared OMol25 structures with the same formula, charge and spin in eV: 1.7050
Structure (SMILES): [H]/N=C(\N)C=C=CC

---

2.
Molecular formula: C4H7NO2
Method: DFT, the ωB97M-V functional and the def2-TZVPD basis

Geometry as XYZ:
```
14
Properties=species:S:1:pos:R:3:mulliken_charge:R:1
C -1.0441 -1.0448 0.9286 -1.46
C -0.3397 -0.2136 -0.1327 0.59
C -1.0462 1.1217 -0.3634 -0.11
O -2.1534 1.3690 0.0412 -0.47
C 1.1290 0.0736 0.1726 0.22
O 1.5889 0.0631 1.2951 -0.58
N 1.8592 0.4789 -0.9232 -0.40
H -1.0699 -0.5070 1.8793 0.30
H -2.0748 -1.2428 0.6227 0.40
H -0.5277 -1.9952 1.0869 0.38
H -0.3758 -0.7181 -1.1101 0.28
H -0.4675 1.8619 -0.9534 0.37
H 1.7004 0.0478 -1.8212 0.23
H 2.8216 0.7054 -0.7224 0.26
```

Results
Calculated total energy in eV: -9846.762
Energy above the lowest of the compared OMol25 structures with the same formula, charge and spin in eV: 0.5173
Structure (SMILES): C[C@@H](C=O)C(N)=O

---

3.
Molecular formula: C29H70BNO12P2S6
Method: DFT, the ωB97M-V functional and the def2-TZVPD basis

Geometry as XYZ:
```
121
Properties=species:S:1:pos:R:3:mulliken_charge:R:1
C 0.8865 0.3295 3.2129 -0.05
C 1.3668 -0.3878 2.3551 -0.64
C 1.6829 -1.3019 1.2796 -1.12
C 1.9828 -0.5092 -0.0442 -0.15
C 0.8288 -0.7742 -0.9957 -1.98
C 0.8710 -0.0611 -2.3493 1.91
O -0.3078 -0.1448 -3.1363 -0.48
C -1.1099 -1.3074 -3.0313 0.08
C -2.3711 -0.9839 -3.8608 -1.01
C -3.6679 -1.4303 -3.1824 -0.33
C -4.7873 -0.4064 -3.2950 -1.46
C -4.4721 0.8930 -2.5085 0.03
S -5.7042 1.2659 -1.2843 1.27
O -5.2845 2.4192 -0.5599 -0.61
O -6.9813 1.4015 -1.8907 -0.68
O -5.7224 0.0140 -0.3020 -0.48
C -0.4823 -2.6065 -3.5183 -0.34
N -0.2023 -2.5828 -4.9752 -0.64
B -1.3271 -3.9141 -3.1299 1.26
O -0.9140 -4.6779 -2.0692 -0.77
O -2.4120 -4.2868 -3.8529 -0.54
C -3.0572 -5.4901 -3.4351 -0.42
C -3.9252 -5.3069 -2.1950 -0.88
P 2.2843 -0.6378 -3.4618 -0.01
C 2.3456 0.5505 -4.8892 -1.19
O 3.7366 -0.4537 -2.6712 -0.39
P 1.0054 1.8121 -2.0178 -0.51
C -0.2161 2.2998 -0.7090 0.70
C -1.0230 3.5100 -1.2517 -1.36
C 2.7189 2.3522 -1.5988 -0.62
C 3.5092 2.9397 -2.7864 -1.04
H 0.7322 0.9253 4.0624 0.72
H 0.8479 -1.9763 1.1088 0.32
H 2.5268 -1.9346 1.5377 0.43
H 2.0373 0.5216 0.2691 0.29
H 2.9375 -0.8791 -0.3952 0.18
H 0.7052 -1.8586 -1.0599 0.31
H -0.0691 -0.4226 -0.4830 0.05
H -1.5124 -1.4805 -2.0316 0.07
H -2.4106 0.1067 -3.8884 0.55
H -2.2942 -1.3079 -4.8928 0.56
H -3.5379 -1.6617 -2.1233 0.31
H -4.0272 -2.3455 -3.6425 0.34
H -5.0945 -0.1954 -4.3123 0.34
H -5.6653 -0.8475 -2.8232 0.54
H -4.5184 1.7420 -3.1781 0.39
H -3.5077 0.8083 -2.0169 -0.28
H -6.4835 0.1048 0.2874 0.37
H 0.4929 -2.7623 -3.0403 0.09
H 0.6706 -3.0612 -5.1402 0.37
H -0.0968 -1.6190 -5.2666 0.23
H -0.1622 -4.2674 -1.6371 0.33
H -3.7251 -5.7700 -4.2470 0.39
H -2.3734 -6.3236 -3.3057 0.33
H -3.3431 -5.5282 -1.3066 0.24
H -4.7441 -6.0227 -2.2014 0.39
H -4.3702 -4.3183 -2.1519 0.15
H 1.6182 1.3533 -4.8078 0.37
H 2.1703 -0.0140 -5.7988 0.40
H 3.3562 0.9427 -4.9746 0.37
H 4.4502 -0.2379 -3.2857 0.33
H -0.9503 1.5211 -0.5337 -0.10
H 0.2347 2.6349 0.2204 0.36
H -0.5584 4.4589 -0.9977 0.35
H -2.0513 3.4932 -0.8942 0.15
H -1.0777 3.4742 -2.3361 0.41
H 2.6126 3.1622 -0.8758 0.50
H 3.3558 1.6143 -1.1191 0.54
H 4.1245 2.1624 -3.2253 0.09
H 4.1980 3.6834 -2.3957 0.43
H 2.8555 3.3283 -3.5603 0.25
C 1.8989 -2.2405 6.1446 -0.95
S 0.8073 -0.9449 6.7317 0.56
O 1.1893 0.3062 6.0155 -0.62
C 1.5058 -0.8450 8.3859 -1.05
H 1.6582 -2.4349 5.1014 0.19
H 2.9349 -1.9106 6.2278 0.39
H 1.7338 -3.1410 6.7331 0.40
H 2.5690 -0.6112 8.3229 0.37
H 1.3544 -1.7957 8.8969 0.35
H 0.9885 -0.0534 8.9248 0.32
C -3.4797 2.7657 1.8121 -0.90
S -2.2871 3.2016 3.0853 0.33
O -0.9471 2.7934 2.5946 -0.38
C -2.8111 1.9541 4.2711 -1.01
H -3.3019 3.4020 0.9487 0.15
H -3.3498 1.7203 1.5296 0.23
H -4.4900 2.9351 2.1843 0.54
H -2.7221 0.9634 3.8237 0.25
H -3.8423 2.1474 4.5684 0.43
H -2.1613 2.0205 5.1421 0.35
C 1.8764 4.3517 4.7421 -0.82
S 2.5624 4.6074 3.1015 0.75
O 3.9891 4.1972 3.1484 -0.68
C 2.5284 6.4068 3.1596 -1.05
H 1.8453 3.2799 4.9317 0.07
H 2.5095 4.8386 5.4848 0.43
H 0.8651 4.7574 4.7773 0.29
H 3.1203 6.7601 4.0047 0.34
H 1.4964 6.7466 3.2504 0.33
H 2.9551 6.7828 2.2319 0.32
C 6.4051 0.1541 -7.7058 -0.93
S 7.2785 0.4525 -6.1637 0.39
O 6.2611 0.4681 -5.0815 -0.52
C 7.7016 2.1635 -6.5131 -0.96
H 6.0139 -0.8609 -7.6815 0.32
H 5.5820 0.8621 -7.8056 0.29
H 7.0986 0.2573 -8.5404 0.38
H 6.7926 2.7383 -6.6914 0.30
H 8.3543 2.2037 -7.3851 0.39
H 8.2247 2.5653 -5.6480 0.31
C -3.2603 -3.3938 6.5681 -0.96
S -2.0804 -2.9598 7.8509 0.57
O -0.7358 -3.3686 7.3659 -0.56
C -2.6149 -4.2059 9.0310 -1.02
H -3.0734 -2.7541 5.7079 0.28
H -3.1280 -4.4380 6.2844 0.31
H -4.2726 -3.2250 6.9356 0.38
H -2.5253 -5.1967 8.5855 0.31
H -3.6478 -4.0114 9.3201 0.38
H -1.9733 -4.1392 9.9071 0.32
```

Results
Calculated total energy in eV: -141529.046
Energy above the lowest of the compared OMol25 structures with the same formula, charge and spin in eV: 0.0000

---

4.
Molecular formula: C3H5N3
Method: DFT, the ωB97M-V functional and the def2-TZVPD basis

Geometry as XYZ:
```
11
Properties=species:S:1:pos:R:3:mulliken_charge:R:1
N 1.4386 -0.8747 0.6860 -0.63
C 0.3988 -0.2223 0.0086 0.44
C 0.0080 1.0920 0.3371 -0.59
C -1.3771 1.0523 -0.0910 -0.16
N -1.7233 -0.0754 -0.6689 -0.61
N -0.6137 -0.8422 -0.6640 0.23
H 1.4213 -0.5064 1.6323 0.30
H 2.3824 -0.8107 0.3425 0.25
H 0.8817 1.1095 -0.4918 0.09
H -2.1800 1.7407 0.1587 0.42
H -0.6368 -1.6628 -1.2495 0.26
```

Results
Calculated total energy in eV: -7658.600
Energy above the lowest of the compared OMol25 structures with the same formula, charge and spin in eV: 3.8556
Structure (SMILES): Nc1ccn[nH]1

---

no.,highest occupied orbital energy (eV),Kohn-Sham gap (eV)
1,-9.16,10.139
2,-10.02,10.623
3,-6.92,7.043
4,-8.71,9.476